[1]
The following is a DFT calculation (ωB97M-V with the def2-TZVPD basis set) of 7 unconnected molecules or ions with the total composition C26H31Br8F3 at a distorted geometry.

```
! wB97M-V def2-TZVPD RIJCOSX def2/J DEFGRID3
* xyz 0 1
F -2.38686 7.35893 12.52974
C -3.16380 7.42081 13.62527
C -3.72083 8.63837 13.96640
C -4.56320 8.72996 15.05958
C -4.90198 7.57492 15.75784
C -4.35721 6.34639 15.39494
C -3.47459 6.26927 14.31502
H -3.35262 9.53661 13.48639
H -4.98780 9.69037 15.31954
H -5.47327 7.60875 16.67697
H -4.64485 5.46733 15.95468
H -3.08331 5.28995 14.07236
F -10.07977 8.46613 5.04766
C -10.21174 7.85834 6.24078
C -9.08108 7.57859 6.99390
C -9.22316 6.91747 8.19684
C -10.49354 6.57734 8.69018
C -11.57917 6.83351 7.87953
C -11.47488 7.49867 6.66018
H -8.15018 7.74539 6.46479
H -8.36522 6.55206 8.74668
H -10.54198 6.07249 9.64346
H -12.57177 6.50032 8.16189
H -12.30336 7.70659 5.99792
F -8.73892 8.09967 11.38739
C -8.77415 7.64123 12.63733
C -8.33132 8.39029 13.70928
C -8.31097 7.84961 14.99454
C -8.71480 6.54417 15.20282
C -9.15222 5.79640 14.12828
C -9.11622 6.29122 12.83019
H -7.87903 9.35623 13.52610
H -8.02056 8.52647 15.78437
H -8.71363 6.17836 16.22376
H -9.60576 4.85296 14.40709
H -9.30822 5.61276 12.01130
Br -6.41756 9.86330 18.22307
C -5.68797 9.39139 19.99114
C -4.18089 9.33994 19.89004
Br -3.43868 8.73188 21.59287
H -6.16286 8.45006 20.25693
H -6.05363 10.06747 20.76290
H -3.77169 10.30574 19.61323
H -3.93901 8.61645 19.11391
Br -7.11021 3.68272 11.14557
C -6.45135 3.72473 12.99077
C -7.33483 2.83028 13.86343
Br -7.39794 3.39378 15.72397
H -6.59495 4.73350 13.37266
H -5.40530 3.44310 13.03980
H -7.08937 1.77208 13.80575
H -8.34771 2.87863 13.46684
Br -13.03409 12.98335 14.87399
C -11.51084 12.47616 16.02795
C -10.24346 12.86082 15.31267
Br -8.76386 11.80022 16.06473
H -11.63339 11.44466 16.34282
H -11.66671 13.04642 16.94291
H -10.06986 13.92857 15.39833
H -10.33231 12.59499 14.26353
Br -7.65022 6.45785 18.70097
C -6.33970 5.07153 19.20619
C -5.16345 5.76241 19.86457
Br -3.54350 4.62400 19.82680
H -5.99383 4.61184 18.28512
H -6.72162 4.33943 19.91168
H -5.35885 6.03104 20.89733
H -4.84403 6.61825 19.28212
*
```

Output
SMILES	Fc1ccccc1.Fc1ccccc1.Fc1ccccc1.BrCCBr.BrCCBr.BrCCBr.BrCCBr
E_tot	-595957.07361	eV
lowest unoccupied orbital energy	0.26	eV
gap between HOMO and LUMO	9.396	eV
E_HOMO	-9.1398	eV

---

[2]
The following is a DFT calculation (ωB97M-V with the def2-TZVPD basis set) of a gas-phase ion, C3H3O3 (charge +1) at a distorted geometry.

```
! wB97M-V def2-TZVPD RIJCOSX def2/J DEFGRID3
* xyz 1 1
C 0.19853 -0.63413 0.18535
C -1.93943 0.45705 0.18235
C 1.11087 0.27598 0.15640
O -1.58062 1.56400 -0.01905
O -1.14277 -0.65051 0.27566
O 2.06705 1.02127 0.25750
H 0.57994 -1.66557 0.13220
H -2.96864 0.09265 0.32646
H 2.48292 1.44273 -0.53503
*
```

Output
E_tot	-9290.94127	eV
energy relative to the best compared isomer or geometry (same formula, charge and spin)	45.7	kcal per mole
lowest unoccupied orbital energy	-6.56	eV
gap between HOMO and LUMO	9.668	eV
E_HOMO	-16.2259	eV

---

[3]
The following is a DFT calculation (ωB97M-V with the def2-TZVPD basis set) of a molecular structure, C14H12N3RhS2SbSe4.

```
! wB97M-V def2-TZVPD RIJCOSX def2/J DEFGRID3
* xyz -1 1
Rh -0.28501 0.13652 -0.10098
S -4.48284 1.91620 0.19835
C -3.47367 3.32687 0.21764
C -3.86154 4.66074 0.26635
C -2.87220 5.62420 0.27954
C -1.52414 5.25682 0.24524
C -1.13884 3.93154 0.19704
C -2.12669 2.94749 0.18103
N -1.93085 1.56629 0.14212
C -3.06760 0.91817 0.15055
C -3.09548 -0.53007 0.12837
C -4.29071 -1.24930 0.20411
C -4.24998 -2.62744 0.20741
C -3.01142 -3.26340 0.14096
C -1.83201 -2.53925 0.06533
C -1.82957 -1.13998 0.04818
H -4.90818 4.93459 0.29468
H -3.14484 6.67085 0.31686
H -0.76312 6.02629 0.25514
H -0.09870 3.64437 0.15492
H -5.24269 -0.73157 0.26415
H -5.16366 -3.20475 0.26685
H -2.96770 -4.34646 0.15208
H -0.89227 -3.07177 0.01623
Se 4.32848 -1.01818 -3.83086
Sb 4.41131 -2.03457 -1.61021
Se 1.06980 -1.26991 1.35595
Se 1.27388 -1.65346 -0.86413
Se 5.62650 -0.65812 -0.06066
N 1.78198 0.81784 -2.73035
C 2.37956 1.42939 -1.70659
N 3.66873 1.72520 -1.82809
S 1.53820 1.81416 -0.26850
H 2.33546 0.42325 -3.48173
H 0.78776 0.68678 -2.71076
H 4.19952 1.21739 -2.53127
H 4.18123 1.84397 -0.95997
*
```

Output
E_tot	-311790.00587	eV
energy relative to the best compared isomer or geometry (same formula, charge and spin)	0.0	kcal per mole
lowest unoccupied orbital energy	1.15	eV
gap between HOMO and LUMO	5.264	eV
E_HOMO	-4.1181	eV

---

[4]
The following is a DFT calculation (ωB97M-V with the def2-TZVPD basis set) of 2 unconnected molecules or ions with the total composition C3H9N2OS at a distorted geometry.

```
! wB97M-V def2-TZVPD RIJCOSX def2/J DEFGRID3
* xyz 1 1
C -0.06864 -0.77360 0.02254
C -0.54654 -3.20623 -0.28868
C -1.24516 0.82695 2.32306
N -0.49323 -1.93227 -0.20688
N 1.66123 1.48583 -1.94312
O 0.35857 1.65500 0.18944
S -0.82287 0.80836 0.50696
H -0.20320 -3.75029 0.55704
H -1.04660 -3.73810 -1.03399
H 1.88200 2.43211 -2.33290
H -1.56371 1.83981 2.43200
H -0.54914 0.55379 3.17043
H -2.17082 0.25814 2.38820
H 0.89301 1.68552 -1.25305
H 2.53841 0.93187 -1.70118
H 1.37668 0.92311 -2.82990
*
```

Output
E_tot	-19109.37968	eV
energy relative to the best compared isomer or geometry (same formula, charge and spin)	105.2	kcal per mole
lowest unoccupied orbital energy	-3.46	eV
gap between HOMO and LUMO	8.469	eV
E_HOMO	-11.9242	eV

---

[5]
The following is a DFT calculation (ωB97M-V with the def2-TZVPD basis set) of 7 unconnected molecules or ions with the total composition C31H39F16N3O8S2 at a distorted geometry.

```
! wB97M-V def2-TZVPD RIJCOSX def2/J DEFGRID3
* xyz 0 1
F 6.33769 2.04277 -6.52513
C 5.92166 2.39809 -5.32465
F 4.93167 3.28328 -5.53158
C 5.69086 1.11215 -4.55915
F 5.52113 1.60056 -3.32568
F 6.81997 0.41455 -4.41970
C 4.43642 0.32906 -5.03861
O 4.48811 -0.85538 -4.12073
C 3.29362 -1.19021 -3.42724
F 3.23314 -0.29875 -2.45095
F 2.25833 -1.14361 -4.17981
C 3.53225 -2.64762 -2.85146
F 2.57654 -3.17964 -2.19079
F 3.96409 -3.61293 -3.71683
H 6.74869 2.96761 -4.90066
H 4.66031 0.14129 -6.08871
H 3.57199 0.98184 -4.91722
H 4.31162 -2.56407 -2.09404
F -1.16246 8.40972 -2.01559
C -0.20072 9.11481 -1.36601
F -0.60122 9.23596 -0.08023
C 1.14468 8.52664 -1.63436
F 2.07295 9.25300 -1.17449
F 1.36721 8.44131 -2.90417
C 1.17989 7.18161 -0.91132
O 1.44401 7.16988 0.46381
C 1.60686 5.92840 1.14532
F 0.65058 5.14061 0.77289
F 2.77143 5.40864 0.73031
C 1.59857 6.10012 2.69204
F 1.59725 4.93857 3.35450
F 2.47224 6.91230 3.20755
H -0.23542 10.15306 -1.69608
H 1.78919 6.41563 -1.39105
H 0.19839 6.73540 -1.07147
H 0.62633 6.44443 3.04462
C -2.00626 -1.64230 0.09228
C -1.29749 -2.20054 1.34868
O -0.03921 -1.55822 1.50027
S 0.74462 -1.86219 2.91574
C 2.36558 -1.18952 2.48663
O 0.08376 -1.07398 3.98091
O 0.89769 -3.26521 3.14059
H -1.20627 -1.67033 -0.64753
H -2.38920 -0.62561 0.18070
H -2.79219 -2.26466 -0.33560
H -1.94143 -2.22258 2.22786
H -1.03899 -3.24659 1.18417
H 2.84373 -1.71910 1.66261
H 2.92815 -1.20369 3.42013
H 2.21392 -0.19515 2.06672
C 12.93016 0.51401 0.83531
C 12.01274 -0.40178 1.53897
O 11.78471 -1.60310 0.74182
S 10.65162 -2.66991 1.25691
C 11.60398 -3.30748 2.74136
O 9.45281 -1.96796 1.67830
O 10.56289 -3.78444 0.25133
H 12.74605 0.61931 -0.23385
H 13.97712 0.23085 0.94385
H 12.82838 1.47047 1.34807
H 12.50241 -0.67650 2.47323
H 11.12578 0.19508 1.75150
H 11.57901 -2.43769 3.39782
H 12.66230 -3.51662 2.58546
H 11.01228 -4.05805 3.26542
C -6.79242 2.63518 4.00567
C -7.19013 3.28463 2.85240
C -6.25417 3.73192 1.93358
N -4.92474 3.45144 1.94868
C -4.57141 2.79936 3.13016
C -5.38615 2.43515 4.21200
H -7.47288 2.32415 4.78454
H -8.24691 3.34462 2.63784
H -6.57971 4.31212 1.08282
H -3.49571 2.71141 3.09094
H -5.00030 1.85049 5.03401
C -9.77923 -6.75712 -4.49487
C -9.21950 -5.81619 -3.69267
C -10.07705 -5.00680 -2.88976
N -11.39623 -5.35265 -2.73824
C -11.87950 -6.40561 -3.45733
C -11.11857 -7.07438 -4.40019
H -9.18233 -7.37213 -5.15204
H -8.14863 -5.70297 -3.77526
H -9.57912 -4.16652 -2.42890
H -12.90255 -6.68958 -3.25951
H -11.52110 -7.88638 -4.98758
C -9.92591 -4.17146 2.65915
C -9.03723 -3.18674 3.05652
C -7.72649 -3.52555 3.36798
N -7.27926 -4.81152 3.24884
C -8.12594 -5.73599 2.84775
C -9.44768 -5.47509 2.49440
H -10.94336 -3.88413 2.43862
H -9.30623 -2.14819 3.18078
H -7.01321 -2.71491 3.39035
H -7.81559 -6.71842 2.52386
H -10.07697 -6.23365 2.05286
*
```

Output
SMILES	FC(F)C(F)(F)COC(F)(F)C(F)F.FC(F)C(F)(F)COC(F)(F)C(F)F.CCOS(C)(=O)=O.CCOS(C)(=O)=O.c1ccncc1.c1ccncc1.c1ccncc1
E_tot	-118773.62868	eV
energy relative to the best compared isomer or geometry (same formula, charge and spin)	18.3	kcal per mole
lowest unoccupied orbital energy	0.30	eV
gap between HOMO and LUMO	9.952	eV
E_HOMO	-9.6558	eV

---

[6]
The following is a DFT calculation (ωB97M-V with the def2-TZVPD basis set) of 9 unconnected molecules or ions with the total composition C14H46O9.

```
! wB97M-V def2-TZVPD RIJCOSX def2/J DEFGRID3
* xyz 0 1
C 2.00710 3.34733 1.06386
C 1.79013 4.81191 1.33369
O 3.08422 5.45662 1.29485
H 2.47431 3.20236 0.09196
H 1.04571 2.82607 1.02459
H 2.61306 2.86344 1.82917
H 1.33615 5.00601 2.31006
H 1.14999 5.24938 0.56059
H 2.95543 6.40843 1.29554
C 1.91907 -3.22053 0.70895
C 3.30461 -2.92838 0.21270
O 4.18683 -3.91699 0.74982
H 1.55390 -4.18689 0.35230
H 1.20879 -2.46852 0.35791
H 1.85468 -3.25354 1.79730
H 3.62177 -1.92756 0.53425
H 3.32288 -2.95035 -0.88439
H 5.09363 -3.67297 0.54420
C -2.03299 -0.25191 4.98614
C -1.21826 0.03356 3.74651
O -0.46601 -1.12753 3.33397
H -1.37372 -0.38832 5.84159
H -2.63562 -1.14496 4.82865
H -2.70492 0.58500 5.18669
H -0.52035 0.85203 3.94398
H -1.85599 0.30496 2.90761
H 0.38773 -1.10890 3.77456
C 1.24533 1.66497 -4.05856
C 2.21460 2.22063 -3.06689
O 3.30440 2.83080 -3.76821
H 0.47216 1.13031 -3.50591
H 1.72734 0.90392 -4.68226
H 0.81971 2.41059 -4.72506
H 2.57898 1.41788 -2.41159
H 1.70153 2.94502 -2.42192
H 3.99178 3.05607 -3.13476
C -1.37579 -1.29868 -3.84563
C -0.11247 -2.06488 -3.60958
O 0.48216 -1.59415 -2.38403
H -1.89278 -1.62397 -4.75036
H -1.18295 -0.23324 -3.97282
H -2.08540 -1.43538 -3.02681
H 0.59053 -1.94216 -4.44087
H -0.30696 -3.14004 -3.53146
H 1.35394 -1.99331 -2.31231
C -3.77616 -0.98586 -0.33356
O -5.12377 -1.33402 -0.62627
H -3.66263 0.07946 -0.11934
H -3.44933 -1.55117 0.53860
H -3.12886 -1.24945 -1.17736
H -5.51237 -0.59701 -1.10362
C -1.96112 3.17939 0.50503
O -2.40745 2.69375 -0.75121
H -1.01886 3.73069 0.41212
H -2.71511 3.84629 0.91965
H -1.82274 2.33655 1.19266
H -1.84072 1.92680 -0.93482
C -0.07657 -0.05296 0.37193
O -0.63305 0.49859 -0.82088
H 0.99152 -0.27405 0.26976
H -0.14797 0.67680 1.17597
H -0.63651 -0.94541 0.65569
H -0.48044 -0.16268 -1.51084
C -1.33608 -4.18106 1.64648
O -1.91644 -3.48431 2.72747
H -2.03664 -4.93536 1.28979
H -1.13063 -3.52430 0.78892
H -0.40068 -4.67126 1.93726
H -1.40563 -2.67355 2.86854
*
```

Output
SMILES	CCO.CCO.CCO.CCO.CCO.CO.CO.CO.CO
E_tot	-33688.71458	eV
energy relative to the best compared isomer or geometry (same formula, charge and spin)	47.6	kcal per mole
lowest unoccupied orbital energy	0.21	eV
gap between HOMO and LUMO	10.093	eV
E_HOMO	-9.8820	eV